# 1
An isolated molecule of C2H3NO2, computed with ωB97M-V/def2-TZVPD.

ORCA input file:
```
! RIJCOSX wB97M-V def2-TZVPD def2/J DEFGRID3
* xyz 0 1
C 1.21665 0.21256 -0.21983
C -1.08770 0.70790 -0.07484
N 0.53221 -0.91135 -0.06327
O 2.36219 0.54036 -0.11717
O -0.86806 -0.71487 -0.18885
H -1.05446 0.80244 1.01981
H -1.89383 1.14356 -0.63608
H 0.79301 -1.78059 0.28023
*
```

**ΔE to the lowest compared entry with this formula, charge and spin**: 5.5865 eV
**E_tot**: -283.05271 Eh
**HOMO level (spin up / spin down)**: -8.9 / -8.6 eV
**Frontier orbital gap (spin up / spin down)**: 8.70 / 8.43 eV
**LUMO level (spin up / spin down)**: -0.17 / -0.18 eV

# 2
A cluster of 2 separate species, C2H3NO2 in total, computed with ωB97M-V/def2-TZVPD.

ORCA input file:
```
! RIJCOSX wB97M-V def2-TZVPD def2/J DEFGRID3
* xyz 0 1
C -0.00146 0.40964 -0.23526
C 1.17079 -0.17431 -0.24139
N -0.89223 1.12651 0.05789
O -2.67910 0.39880 -0.09433
O -2.72260 -0.89339 0.10920
H 1.57927 -0.33506 -1.25739
H 1.50970 -0.72291 0.68749
H -3.07149 0.78294 0.61930
*
```

**ΔE to the lowest compared entry with this formula, charge and spin**: 7.8094 eV
**E_tot**: -282.97102 Eh
**HOMO level (spin up / spin down)**: -10.2 / -9.0 eV
**Frontier orbital gap (spin up / spin down)**: 9.13 / 8.28 eV
**LUMO level (spin up / spin down)**: -1.02 / -0.68 eV

# 3
A cluster of 2 separate species, C2H3NO2 in total, computed with ωB97M-V/def2-TZVPD.

ORCA input file:
```
! RIJCOSX wB97M-V def2-TZVPD def2/J DEFGRID3
* xyz 0 1
C 0.35942 0.46294 1.01250
C -0.88856 -2.17641 -2.02537
N 0.64504 1.63300 0.60476
O -1.64495 -1.51686 -2.48666
O -0.04171 -0.47758 0.18449
H 0.32454 0.14474 2.06255
H 0.24060 -0.41056 -0.69102
H 1.00563 2.34074 1.33875
*
```

**ΔE to the lowest compared entry with this formula, charge and spin**: 1.1830 eV
**E_tot**: -283.21453 Eh
**HOMO level**: -10.3 eV
**Frontier orbital gap**: 11.37 eV
**LUMO level**: 1.06 eV

Q: Among the records above, which one has the lowest E_tot?
A: number 3

Q: Number 2 is which compound?
A: C2H3NO2

Q: What is the E_tot in the first record?
A: -283.05271 Eh

Please write out number 3 again, unchanged.
A cluster of 2 separate species, C2H3NO2 in total, computed with ωB97M-V/def2-TZVPD.

ORCA input file:
```
! RIJCOSX wB97M-V def2-TZVPD def2/J DEFGRID3
* xyz 0 1
C 0.35942 0.46294 1.01250
C -0.88856 -2.17641 -2.02537
N 0.64504 1.63300 0.60476
O -1.64495 -1.51686 -2.48666
O -0.04171 -0.47758 0.18449
H 0.32454 0.14474 2.06255
H 0.24060 -0.41056 -0.69102
H 1.00563 2.34074 1.33875
*
```

**ΔE to the lowest compared entry with this formula, charge and spin**: 1.1830 eV
**E_tot**: -283.21453 Eh
**HOMO level**: -10.3 eV
**Frontier orbital gap**: 11.37 eV
**LUMO level**: 1.06 eV